The following is a DFT calculation (wB97M-V/def2-TZVPD) of a structure of composition C50H54Cl5N5O2PdSi at a distorted geometry.

Gap between HOMO and LUMO (alpha / beta) ... 0.1611 / 0.1609 Ha
Total charge ... 0
Maximum force ... 2.090 eV/A

Last column: Löwdin charge in e.
Geometry (Å):
Pd1 -0.09 -0.18 0.33  1.00
C1 -5.23 -3.49 -1.11  -0.08
C2 -3.83 -4.09 -1.28  -0.18
C3 -2.81 -3.40 -0.41  -0.13
C4 -2.30 -3.82 0.77  -0.14
C5 -2.55 -5.11 1.49  -0.19
C6 -1.52 -6.18 1.10  -0.08
C7 -1.36 -2.80 1.19  -0.29
N1 -1.35 -1.77 0.30  -0.02
C8 -2.21 -2.12 -0.70  -0.24
C9 -2.44 -1.38 -1.84  0.07
C10 -1.88 -0.16 -2.16  -0.22
C11 -2.17 0.61 -3.33  -0.14
C12 -3.14 0.22 -4.40  -0.19
C13 -4.60 0.50 -4.00  -0.08
C14 -1.42 1.75 -3.23  -0.13
C15 -0.69 1.65 -2.02  -0.19
C16 0.17 2.75 -1.51  -0.12
C17 1.25 2.39 -0.56  -0.18
N2 1.15 1.43 0.37  0.01
C18 2.21 1.62 1.23  -0.26
C19 2.46 0.85 2.35  0.05
C20 1.79 -0.29 2.73  -0.25
N3 0.79 -0.89 2.01  -0.02
C21 0.43 -2.00 2.69  -0.26
C22 -0.56 -2.90 2.31  0.02
C23 1.22 -2.13 3.89  -0.13
C24 2.06 -1.05 3.92  -0.12
C25 3.02 -0.64 4.99  -0.18
C26 2.42 0.44 5.90  -0.08
C27 1.07 -3.21 4.91  -0.18
C28 -0.08 -2.94 5.89  -0.08
C29 2.99 2.73 0.80  -0.14
C30 2.39 3.20 -0.34  -0.12
C31 2.85 4.36 -1.19  -0.18
C32 2.14 5.68 -0.87  -0.08
C33 4.19 3.28 1.50  -0.19
C34 5.48 2.52 1.15  -0.08
N4 -0.96 0.52 -1.38  0.01
C35 -1.35 2.89 -4.21  -0.18
C36 -0.24 2.69 -5.25  -0.08
H1 -5.95 -4.00 -1.76  0.07
H2 -5.23 -2.43 -1.36  0.06
H3 -5.57 -3.59 -0.08  0.08
H4 -3.52 -4.02 -2.32  0.11
H5 -3.85 -5.15 -1.02  0.11
H6 -3.56 -5.46 1.25  0.11
H7 -2.52 -4.94 2.57  0.11
H8 -1.54 -6.36 0.03  0.08
H9 -1.73 -7.12 1.61  0.07
H10 -0.51 -5.86 1.37  0.07
H11 -3.15 -1.79 -2.55  0.11
H12 -3.02 -0.84 -4.64  0.11
H13 -2.90 0.78 -5.31  0.10
H14 -4.85 -0.03 -3.09  0.06
H15 -5.28 0.18 -4.79  0.07
H16 -4.75 1.56 -3.82  0.08
H17 0.60 3.28 -2.35  0.14
H18 3.28 1.17 2.99  0.12
H19 -0.70 -3.76 2.94  0.11
H20 3.94 -0.27 4.55  0.11
H21 3.28 -1.51 5.60  0.10
H22 2.08 1.30 5.31  0.07
H23 3.15 0.79 6.63  0.07
H24 1.55 0.05 6.44  0.07
H25 2.00 -3.32 5.47  0.11
H26 0.90 -4.17 4.41  0.11
H27 0.07 -1.99 6.41  0.07
H28 -0.14 -3.73 6.65  0.07
H29 -1.03 -2.89 5.36  0.06
H30 2.71 4.12 -2.25  0.11
H31 3.93 4.49 -1.04  0.10
H32 1.08 5.62 -1.09  0.06
H33 2.57 6.50 -1.46  0.07
H34 2.25 5.93 0.19  0.08
H35 4.03 3.25 2.58  0.11
H36 4.31 4.33 1.23  0.11
H37 5.38 1.46 1.38  0.07
H38 6.33 2.91 1.71  0.07
H39 5.70 2.61 0.09  0.08
H40 -1.20 3.83 -3.68  0.11
H41 -2.31 2.97 -4.73  0.11
H42 0.74 2.64 -4.76  0.07
H43 -0.22 3.50 -5.97  0.07
H44 -0.38 1.75 -5.78  0.07
Cl1 -2.10 0.22 2.83  0.80
C37 -2.62 1.07 4.26  -0.54
C38 -2.65 0.38 5.46  -0.11
C39 -3.06 1.04 6.61  -0.09
C40 -3.39 2.38 6.55  -0.12
C41 -3.34 3.06 5.35  -0.58
Cl2 -3.61 4.77 5.38  0.73
C42 -2.99 2.42 4.15  -0.28
N5 -2.90 3.04 2.91  0.08
C43 -3.80 3.95 2.32  -0.22
C44 -5.13 3.99 2.70  -0.06
C45 -6.00 4.90 2.13  -0.09
C46 -5.55 5.78 1.15  -0.09
C47 -4.22 5.72 0.75  -0.04
C48 -3.33 4.80 1.30  -0.15
C49 -1.88 4.83 0.87  -0.02
C50 -1.38 3.58 0.18  -0.44
O1 -0.65 3.85 -0.91  0.05
O2 -1.57 2.46 0.58  0.06
H45 -2.36 -0.66 5.48  0.09
H46 -3.11 0.50 7.55  0.10
H47 -3.67 2.92 7.45  0.10
H48 -2.33 2.55 2.23  0.05
H49 -5.49 3.30 3.46  0.11
H50 -7.04 4.93 2.44  0.10
H51 -6.21 6.52 0.72  0.10
H52 -3.86 6.40 -0.01  0.11
H53 -1.25 4.94 1.76  0.15
H54 -1.70 5.68 0.22  0.12
Cl3 1.84 -1.56 -3.12  0.23
Si1 1.58 -1.63 -1.07  -0.51
Cl4 3.45 -1.21 -0.28  0.26
Cl5 1.30 -3.65 -0.64  0.26

The following is a DFT calculation (wB97M-V/def2-TZVPD) of a structure of composition C50H55BBrIrN4O5Te at a distorted geometry.

Relative energy (zero: lowest compared OMol25 entry of this formula, charge and spin) ... 110.9 kcal/mol
Gap between HOMO and LUMO (alpha / beta) ... 0.2061 / 0.2090 Ha
Total charge ... +1
Maximum force ... 2.662 eV/A
Spin multiplicity ... 2

Last column: Löwdin spin population.
Geometry (Å):
Ir1 -0.70 0.74 -0.27  0.31
C1 -1.05 0.54 3.19  0.00
O1 -0.05 0.55 2.19  0.00
C2 1.25 0.71 2.57  0.00
C3 1.66 0.86 3.88  0.00
C4 3.02 0.98 4.17  0.00
Br1 3.56 1.14 5.98  0.00
C5 3.96 0.95 3.17  0.00
C6 3.56 0.81 1.84  0.00
C7 2.20 0.69 1.54  0.00
O2 1.76 0.52 0.25  0.02
C8 4.61 0.75 0.83  0.00
N1 5.82 0.35 1.13  0.00
C9 6.54 0.43 -0.03  0.00
C10 7.88 0.15 -0.27  0.00
C11 8.36 0.35 -1.54  0.00
C12 7.53 0.82 -2.57  0.00
C13 6.20 1.10 -2.36  0.00
C14 5.71 0.90 -1.07  0.00
N2 4.47 1.07 -0.51  0.00
H1 -0.83 -0.23 3.94  0.00
H2 -1.97 0.30 2.67  0.00
H3 -1.14 1.51 3.67  0.00
H4 0.95 0.88 4.69  0.00
H5 5.02 1.03 3.38  0.00
H6 2.45 0.11 -0.28  0.00
H7 8.52 -0.20 0.53  0.00
H8 9.40 0.15 -1.76  0.00
H9 7.95 0.96 -3.55  0.00
H10 5.56 1.46 -3.15  0.00
H11 3.72 1.61 -0.92  0.00
C15 -4.21 -0.20 -0.08  0.00
C16 -3.14 -1.26 -0.22  0.00
O3 -3.43 -2.41 -0.63  0.21
N3 -1.91 -0.97 0.12  -0.18
Te1 -0.93 -2.93 -0.46  0.38
C17 0.07 -4.85 -1.13  0.02
C18 0.89 -4.87 -2.24  0.02
C19 1.26 -3.64 -3.03  0.01
C20 1.42 -6.09 -2.65  0.00
C21 1.09 -7.27 -2.01  0.01
C22 1.63 -8.59 -2.47  0.00
C23 0.21 -7.22 -0.93  0.00
C24 -0.32 -6.02 -0.49  0.00
C25 -1.29 -5.99 0.65  0.01
C26 0.13 -2.86 1.39  0.04
C27 -0.56 -2.95 2.60  0.00
C28 -2.04 -3.16 2.66  0.01
C29 0.16 -2.86 3.78  0.00
C30 1.53 -2.69 3.79  0.00
C31 2.31 -2.65 5.07  0.00
C32 2.19 -2.58 2.57  0.00
C33 1.51 -2.67 1.37  0.01
C34 2.28 -2.59 0.09  0.02
H12 -5.18 -0.68 -0.02  0.00
H13 -4.17 0.44 -0.96  0.00
H14 -4.02 0.41 0.80  0.00
H15 0.71 -2.77 -2.67  0.00
H16 1.01 -3.80 -4.08  0.00
H17 2.33 -3.45 -2.97  0.00
H18 2.08 -6.11 -3.50  0.00
H19 2.31 -8.46 -3.31  0.00
H20 0.82 -9.24 -2.78  0.00
H21 2.16 -9.08 -1.66  0.00
H22 -0.08 -8.14 -0.44  0.00
H23 -1.61 -6.99 0.92  0.00
H24 -2.18 -5.41 0.36  0.01
H25 -0.84 -5.52 1.52  0.00
H26 -2.47 -3.23 1.66  0.01
H27 -2.52 -2.34 3.19  0.00
H28 -2.27 -4.08 3.21  0.00
H29 -0.37 -2.95 4.72  0.00
H30 1.65 -2.71 5.93  0.00
H31 2.89 -1.73 5.14  0.00
H32 3.01 -3.48 5.11  0.00
H33 3.26 -2.44 2.57  0.00
H34 3.25 -2.12 0.24  0.00
H35 1.70 -2.04 -0.66  0.01
H36 2.45 -3.60 -0.29  0.00
C35 -0.49 0.70 -6.89  0.00
C36 -0.42 0.60 -5.41  0.00
C37 0.28 1.53 -4.64  0.00
C38 0.30 1.42 -3.27  0.00
N4 -0.32 0.44 -2.60  0.01
C39 -1.00 -0.45 -3.33  0.00
C40 -1.07 -0.41 -4.71  0.00
H37 0.00 1.60 -7.26  0.00
H38 -1.53 0.71 -7.21  0.00
H39 -0.03 -0.17 -7.36  0.00
H40 0.81 2.35 -5.12  0.00
H41 0.83 2.15 -2.67  0.00
H42 -1.51 -1.23 -2.78  0.00
H43 -1.63 -1.17 -5.23  0.00
C41 -4.70 8.57 0.96  0.00
C42 -5.26 7.19 1.32  0.00
C43 -5.21 7.02 2.84  0.00
C44 -6.73 7.10 0.88  0.00
C45 -4.43 6.14 0.59  0.00
C46 -4.41 6.16 -0.82  0.00
C47 -3.67 5.27 -1.58  0.00
C48 -2.93 4.33 -0.90  0.00
O4 -2.13 3.33 -1.36  0.01
B1 -1.65 2.64 -0.24  0.04
O5 -2.15 3.27 0.91  0.01
C49 -2.94 4.29 0.50  0.00
C50 -3.68 5.18 1.26  0.00
H44 -5.25 9.35 1.49  0.00
H45 -4.78 8.76 -0.10  0.00
H46 -3.65 8.64 1.24  0.00
H47 -5.82 7.80 3.31  0.00
H48 -4.20 7.12 3.22  0.00
H49 -5.62 6.06 3.15  0.00
H50 -7.32 7.84 1.41  0.00
H51 -7.14 6.11 1.11  0.00
H52 -6.84 7.28 -0.18  0.00
H53 -5.00 6.90 -1.34  0.00
H54 -3.67 5.31 -2.66  0.00
H55 -3.65 5.11 2.33  0.00

The following is a DFT calculation (wB97M-V/def2-TZVPD) of a structure of composition C50H56Cl3MgNO3P2SSb at a distorted geometry.

Relative energy (zero: lowest compared OMol25 entry of this formula, charge and spin) ... 10.8 kcal/mol
Gap between HOMO and LUMO ... 0.2588 Ha
Total charge ... -1
Maximum force ... 2.390 eV/A

Last column: Löwdin charge in e.
Geometry (Å):
Mg1 0.72 1.01 1.58  0.16
Cl1 -3.09 6.96 0.73  0.63
C1 -2.41 5.37 0.72  -0.70
C2 -1.26 5.10 1.45  -0.13
C3 -0.73 3.82 1.41  -0.55
Cl2 0.68 3.47 2.31  0.89
C4 -1.32 2.75 0.69  -0.49
O1 -0.86 1.57 0.70  -0.24
C5 -2.49 3.11 -0.02  -0.56
Cl3 -3.26 1.84 -0.90  0.75
C6 -3.03 4.38 -0.02  -0.14
H1 -0.77 5.86 2.03  0.10
H2 -3.92 4.60 -0.58  0.10
O2 2.75 0.63 5.09  0.06
C7 1.81 0.26 4.42  -0.70
O3 1.41 0.71 3.30  -0.24
C8 0.86 -0.88 4.87  -0.14
P1 -0.33 -0.86 3.47  0.58
C9 -1.36 0.64 3.52  -0.35
C10 -2.49 0.62 2.71  -0.09
C11 -3.36 1.70 2.73  -0.07
C12 -3.09 2.80 3.53  -0.07
C13 -1.96 2.82 4.32  -0.08
C14 -1.09 1.73 4.33  -0.09
C15 -1.56 -2.07 4.13  -0.32
C16 -2.65 -1.68 4.89  -0.08
C17 -3.52 -2.63 5.39  -0.08
C18 -3.29 -3.97 5.15  -0.09
C19 -2.19 -4.37 4.42  -0.10
C20 -1.33 -3.42 3.90  -0.12
H3 0.37 -0.72 5.83  0.10
H4 1.37 -1.85 4.89  0.10
H5 -2.67 -0.24 2.08  0.12
H6 -4.23 1.70 2.09  0.11
H7 -3.75 3.65 3.53  0.11
H8 -1.74 3.68 4.94  0.11
H9 -0.21 1.76 4.96  0.12
H10 -2.84 -0.63 5.08  0.10
H11 -4.38 -2.31 5.97  0.10
H12 -3.98 -4.71 5.54  0.10
H13 -2.00 -5.42 4.25  0.10
H14 -0.48 -3.71 3.29  0.08
C21 4.01 3.69 0.57  -0.11
C22 3.85 3.19 -0.87  -0.59
C23 5.14 3.39 -1.64  -0.09
C24 2.73 4.01 -1.49  -0.11
P2 3.09 1.40 -0.74  0.85
N1 1.98 1.42 0.28  -0.29
C25 2.43 0.95 -2.52  -0.57
C26 2.20 -0.56 -2.48  -0.12
C27 3.29 1.29 -3.73  -0.08
C28 1.04 1.57 -2.63  -0.10
C29 4.51 0.15 -0.27  -0.59
C30 5.57 -0.20 -1.31  -0.09
C31 5.18 0.78 0.95  -0.10
C32 3.82 -1.12 0.24  -0.11
H15 3.80 4.76 0.63  0.08
H16 5.02 3.53 0.95  0.06
H17 3.30 3.17 1.21  0.03
H18 5.36 4.45 -1.72  0.08
H19 5.08 2.98 -2.64  0.05
H20 5.98 2.91 -1.13  0.06
H21 2.88 5.08 -1.31  0.08
H22 1.79 3.73 -1.04  0.07
H23 2.67 3.86 -2.57  0.05
H24 3.13 -1.12 -2.55  0.06
H25 1.57 -0.87 -3.31  0.08
H26 1.69 -0.79 -1.56  0.05
H27 4.30 0.90 -3.62  0.06
H28 3.36 2.37 -3.90  0.06
H29 2.84 0.85 -4.63  0.08
H30 0.58 1.57 -1.64  0.04
H31 0.41 0.98 -3.31  0.06
H32 1.05 2.58 -3.01  0.07
H33 6.05 0.69 -1.70  0.06
H34 5.14 -0.75 -2.14  0.06
H35 6.33 -0.83 -0.84  0.08
H36 5.85 1.58 0.68  0.06
H37 5.75 0.03 1.50  0.08
H38 4.41 1.16 1.62  0.07
H39 3.54 -1.79 -0.56  0.06
H40 2.93 -0.84 0.80  0.02
H41 4.49 -1.66 0.90  0.08
S1 0.27 -1.55 1.75  0.47
Sb1 -1.63 -0.96 -1.34  1.52
C33 -0.58 -2.68 -2.22  -0.36
C34 -1.07 -3.36 -3.32  -0.13
C35 -0.47 -4.52 -3.77  -0.09
C36 0.64 -5.02 -3.11  -0.11
C37 1.14 -4.35 -2.01  -0.09
C38 0.52 -3.20 -1.55  -0.16
C39 -2.95 -2.59 -0.72  -0.35
C40 -2.59 -3.27 0.44  -0.15
C41 -3.29 -4.39 0.85  -0.09
C42 -4.35 -4.86 0.10  -0.10
C43 -4.69 -4.21 -1.07  -0.10
C44 -3.99 -3.09 -1.48  -0.13
C45 -2.76 -0.53 -3.17  -0.41
C46 -4.11 -0.24 -3.12  -0.21
C47 -4.82 0.09 -4.27  -0.09
C48 -4.17 0.13 -5.49  -0.10
C49 -2.81 -0.11 -5.55  -0.09
C50 -2.11 -0.43 -4.39  -0.15
H42 -1.94 -2.97 -3.84  0.09
H43 -0.87 -5.04 -4.63  0.10
H44 1.11 -5.93 -3.47  0.09
H45 2.01 -4.73 -1.50  0.10
H46 0.91 -2.71 -0.67  0.04
H47 -1.74 -2.93 1.01  0.01
H48 -2.99 -4.90 1.76  0.08
H49 -4.90 -5.73 0.42  0.09
H50 -5.50 -4.59 -1.68  0.10
H51 -4.24 -2.61 -2.42  0.08
H52 -4.63 -0.27 -2.17  0.08
H53 -5.87 0.31 -4.20  0.10
H54 -4.72 0.37 -6.39  0.10
H55 -2.29 -0.05 -6.49  0.10
H56 -1.04 -0.59 -4.45  0.09

The following is a DFT calculation (wB97M-V/def2-TZVPD) of a structure of composition C50H61BCoN9O3S3.

Relative energy (zero: lowest compared OMol25 entry of this formula, charge and spin) ... 1.6 kcal/mol
Gap between HOMO and LUMO ... 0.2513 Ha
Total charge ... 0
Maximum force ... 0.590 eV/A

Last column: Löwdin charge in e.
Geometry (Å):
Co1 -0.72 0.47 0.38  0.20
C1 4.55 -3.06 -1.56  -0.09
C2 3.79 -3.94 -0.58  -0.54
C3 3.86 -3.29 0.81  -0.03
C4 4.46 -5.32 -0.57  -0.04
N1 2.34 -4.13 -0.90  0.00
C5 1.61 -5.06 -0.16  -0.07
C6 0.33 -4.95 -0.53  -0.08
N2 0.24 -3.94 -1.48  0.02
B1 -1.20 -3.49 -1.86  -0.58
N3 -1.27 -2.35 -2.89  0.04
C7 -1.04 -2.69 -4.20  -0.09
C8 -1.05 -1.57 -4.93  -0.05
N4 -1.28 -0.52 -4.07  0.02
C9 -1.42 -1.01 -2.81  -0.54
S1 -2.04 -0.09 -1.47  0.83
C10 -1.39 0.90 -4.55  -0.53
C11 -0.97 0.97 -6.01  -0.05
C12 -0.45 1.78 -3.73  -0.04
C13 -2.85 1.37 -4.44  -0.04
N5 -2.00 -3.21 -0.55  0.03
C14 -3.26 -3.73 -0.37  -0.04
C15 -3.64 -3.47 0.89  -0.03
N6 -2.61 -2.76 1.49  0.02
C16 -1.62 -2.59 0.58  -0.60
S2 -0.12 -1.76 0.80  0.84
C17 -2.59 -2.38 2.94  -0.53
C18 -1.43 -3.08 3.63  -0.03
C19 -3.90 -2.84 3.59  -0.05
C20 -2.50 -0.86 3.07  -0.02
C21 1.48 -3.44 -1.72  -0.70
S3 1.86 -2.26 -2.87  0.68
H1 5.59 -3.05 -1.23  0.09
H2 4.50 -3.45 -2.58  0.07
H3 4.17 -2.04 -1.58  0.03
H4 4.90 -3.14 1.09  0.09
H5 3.35 -2.33 0.79  0.08
H6 3.38 -3.92 1.57  0.08
H7 5.53 -5.19 -0.39  0.09
H8 4.08 -5.98 0.20  0.07
H9 4.33 -5.80 -1.54  0.10
H10 2.06 -5.71 0.56  0.11
H11 -0.53 -5.49 -0.20  0.12
H12 -1.76 -4.44 -2.37  0.12
H13 -0.86 -3.71 -4.48  0.13
H14 -0.88 -1.44 -5.98  0.11
H15 0.06 0.64 -6.15  0.10
H16 -1.63 0.40 -6.67  0.08
H17 -1.02 2.02 -6.32  0.09
H18 0.57 1.39 -3.76  0.10
H19 -0.46 2.79 -4.14  0.10
H20 -0.77 1.82 -2.70  0.02
H21 -3.49 0.74 -5.05  0.09
H22 -3.20 1.34 -3.41  0.04
H23 -2.91 2.39 -4.81  0.09
H24 -3.76 -4.27 -1.15  0.12
H25 -4.55 -3.72 1.40  0.11
H26 -1.52 -4.16 3.53  0.09
H27 -0.47 -2.76 3.22  0.04
H28 -1.44 -2.83 4.70  0.09
H29 -4.03 -3.92 3.54  0.09
H30 -3.86 -2.56 4.64  0.09
H31 -4.77 -2.34 3.15  0.09
H32 -1.51 -0.50 2.81  0.05
H33 -3.25 -0.39 2.43  0.08
H34 -2.71 -0.57 4.10  0.10
C22 -3.85 6.50 -0.69  -0.04
C23 -2.51 6.76 -0.07  -0.21
C24 -2.02 8.06 0.09  -0.05
C25 -0.78 8.30 0.64  -0.09
C26 0.00 7.23 1.07  -0.08
C27 -0.46 5.93 0.94  -0.02
C28 -1.71 5.70 0.36  -0.20
N7 -2.21 4.38 0.21  0.16
C29 -1.42 3.27 0.05  -0.34
N8 -0.33 3.45 -0.71  0.17
C30 0.76 2.58 -0.90  -0.22
C31 0.72 1.24 -0.53  -0.13
C32 1.84 0.46 -0.78  -0.11
C33 2.95 0.99 -1.41  -0.08
C34 2.97 2.32 -1.78  -0.05
C35 1.88 3.14 -1.53  -0.22
C36 1.91 4.59 -1.92  -0.04
N9 -1.76 2.11 0.52  0.06
C37 -3.03 2.02 1.20  -0.24
C38 -4.13 1.58 0.47  -0.05
C39 -5.38 1.46 1.06  -0.08
C40 -5.54 1.82 2.39  -0.08
C41 -4.45 2.28 3.11  -0.05
C42 -3.18 2.38 2.54  -0.22
C43 -2.03 2.85 3.38  0.00
H35 -4.28 7.42 -1.09  0.08
H36 -4.56 6.11 0.05  0.08
H37 -3.78 5.77 -1.49  0.08
H38 -2.64 8.89 -0.24  0.11
H39 -0.42 9.31 0.75  0.10
H40 0.97 7.41 1.52  0.11
H41 0.13 5.10 1.30  0.10
H42 -3.13 4.20 0.59  0.14
H43 -0.20 4.40 -1.03  0.11
H44 1.83 -0.59 -0.52  0.03
H45 3.80 0.35 -1.62  0.09
H46 3.84 2.74 -2.27  0.11
H47 2.85 4.84 -2.40  0.08
H48 1.80 5.25 -1.05  0.08
H49 1.11 4.85 -2.63  0.08
H50 -3.99 1.32 -0.58  0.06
H51 -6.22 1.10 0.48  0.10
H52 -6.51 1.74 2.86  0.10
H53 -4.57 2.56 4.15  0.11
H54 -2.37 3.10 4.38  0.09
H55 -1.54 3.72 2.95  0.08
H56 -1.27 2.07 3.45  0.07
O1 2.29 -0.66 3.04  0.05
C44 2.30 0.35 3.96  -0.25
C45 2.97 0.19 5.17  -0.03
C46 3.01 1.22 6.09  -0.09
C47 2.39 2.43 5.81  -0.09
C48 1.73 2.59 4.60  -0.02
C49 1.66 1.56 3.67  -0.05
C50 0.89 1.82 2.40  -0.55
O2 0.84 2.96 1.95  0.05
O3 0.20 0.80 2.00  -0.15
H57 2.79 -1.40 3.38  0.10
H58 3.47 -0.75 5.38  0.11
H59 3.53 1.08 7.03  0.10
H60 2.42 3.25 6.52  0.10
H61 1.26 3.52 4.34  0.12

no.,calculated total energy (eV)
1,-138249.1184
2,-149785.1807
3,-139360.3785
4,-143209.4237